This record from the Open Molecules 2025 dataset describes a cluster of 8 separate species, C24H64ClN4O11 in total. The level of theory is ωB97M-V/def2-TZVPD.

Last column: Löwdin charge in e.
Element x y z (Å)
Cl1 0.1292 -0.4429 0.9414  0.637
O1 0.5130 -0.0703 2.2741  -0.351
O2 0.5766 0.4867 -0.0242  -0.331
O3 0.7671 -1.7097 0.6515  -0.382
O4 -1.3086 -0.5568 0.8421  -0.353
C1 0.2693 3.7415 4.5165  -0.159
O5 0.6601 2.8080 3.5144  -0.138
H1 0.6927 3.5307 5.5030  0.075
H2 0.6302 4.7480 4.2958  0.071
H3 -0.8211 3.7300 4.4201  0.081
H4 0.3494 1.9505 3.8238  0.057
C2 3.5022 3.5228 1.6962  -0.164
O6 2.7744 3.2098 0.5142  -0.126
H5 4.2503 4.2458 1.3686  0.074
H6 2.8298 3.8662 2.4835  0.060
H7 4.0732 2.6740 2.0915  0.064
H8 2.1008 2.5707 0.7873  0.054
C3 -2.8375 -0.7473 4.1026  -0.184
O7 -3.4032 -0.5402 2.8370  -0.128
H9 -3.4721 -0.4647 4.9352  0.071
H10 -2.4784 -1.7827 4.2004  0.069
H11 -1.8467 -0.2732 4.1565  0.064
H12 -2.7509 -0.5897 2.1257  0.026
C4 4.8542 -0.8776 -1.4281  -0.086
C5 4.9341 -1.5773 -0.0699  -0.412
C6 4.4219 -0.6976 1.0661  -0.201
O8 4.2979 -1.4930 2.2526  -0.207
C7 3.9938 -0.5777 3.3152  -0.112
N1 4.1149 -2.8268 -0.1381  0.059
H13 3.8170 -0.7703 -1.7625  0.080
H14 5.2921 -1.4750 -2.2333  0.068
H15 5.3176 0.1116 -1.4848  0.072
H16 5.9872 -1.8512 0.0351  0.127
H17 3.4482 -0.2866 0.7824  0.124
H18 5.2073 0.0478 1.2431  0.120
H19 3.1197 0.0745 3.2412  0.076
H20 4.9121 0.0054 3.4354  0.080
H21 3.8104 -1.2330 4.1689  0.078
H22 4.1205 -3.0479 -1.1342  0.056
H23 3.1567 -2.4894 -0.0335  0.050
C8 -1.8787 -4.8221 -0.4172  -0.057
C9 -1.2935 -4.4920 -1.7819  -0.416
C10 -2.1347 -4.8342 -2.9934  -0.220
O9 -2.3558 -6.2414 -3.0817  -0.200
C11 -3.4979 -6.5517 -3.8853  -0.104
N2 -0.8739 -3.0651 -1.8334  0.053
H24 -1.9773 -5.9116 -0.3258  0.072
H25 -2.8881 -4.4979 -0.1613  0.080
H26 -1.1198 -4.4868 0.2863  0.051
H27 -0.3513 -5.0375 -1.8628  0.130
H28 -1.6044 -4.5398 -3.9090  0.121
H29 -3.0611 -4.2641 -3.1378  0.119
H30 -3.7036 -5.7525 -4.5962  0.080
H31 -4.3174 -6.5131 -3.1517  0.085
H32 -3.4961 -7.5897 -4.2046  0.081
H33 -1.6943 -2.4779 -1.8602  0.068
H34 -0.2185 -2.8135 -1.1070  0.033
C12 0.4220 -4.1596 3.5633  -0.069
C13 1.7192 -4.6385 2.9003  -0.392
C14 1.4776 -5.4412 1.6045  -0.210
O10 2.7386 -5.6742 0.9934  -0.167
C15 2.5468 -6.4688 -0.1454  -0.142
N3 2.5198 -3.4264 2.5898  0.055
H35 -0.2533 -5.0306 3.6237  0.068
H36 -0.1508 -3.4324 2.9924  0.073
H37 0.5938 -3.9423 4.6172  0.072
H38 2.3064 -5.3305 3.5093  0.132
H39 0.9157 -4.7835 0.9279  0.108
H40 0.9019 -6.3521 1.7893  0.121
H41 1.7078 -7.1723 -0.0948  0.078
H42 3.4107 -7.1107 -0.3420  0.080
H43 2.3963 -5.8980 -1.0705  0.081
H44 2.3966 -2.8441 3.4208  0.057
H45 1.9339 -2.8314 2.0021  0.031
C16 -2.8107 3.2788 -3.3581  -0.038
C17 -1.9901 3.8172 -2.2037  -0.505
C18 -0.6733 4.4405 -2.6356  -0.138
C19 -0.7550 5.7588 -3.3804  -0.188
C20 -1.6109 6.7600 -2.6009  -0.151
C21 -2.9597 6.2497 -2.0659  -0.504
N4 -2.7472 4.9083 -1.5021  -0.110
O11 -3.7648 4.5083 -0.6114  -0.014
C22 -3.4361 7.2309 -1.0217  -0.065
C23 -4.0264 6.2625 -3.1625  -0.041
C24 -1.7006 2.7017 -1.2166  -0.030
H46 -2.2397 2.6536 -4.0609  0.086
H47 -3.2107 3.9558 -4.1127  0.064
H48 -3.5569 2.5885 -2.9611  0.088
H49 -0.1051 4.6707 -1.7314  0.128
H50 -0.1185 3.7790 -3.3045  0.126
H51 -1.0864 5.6905 -4.4231  0.105
H52 0.2256 6.2262 -3.5040  0.108
H53 -1.7001 7.7086 -3.1427  0.118
H54 -0.9863 7.1387 -1.7825  0.113
H55 -3.7359 8.2158 -1.3914  0.083
H56 -4.3637 6.8927 -0.5521  0.080
H57 -2.7525 7.4904 -0.2078  0.084
H58 -4.8214 7.0041 -3.0740  0.073
H59 -3.6364 6.3934 -4.1796  0.078
H60 -4.5310 5.3045 -3.2987  0.069
H61 -0.9628 2.0272 -1.6542  0.088
H62 -2.6234 2.2167 -0.9097  0.087
H63 -1.1414 3.0707 -0.3534  0.092
H64 -3.3005 4.5407 0.2318  0.106

- HOMO level: -5.9 eV
- Kohn-Sham gap: 8.33 eV
- Net charge: -1
- Energy relative to the best compared isomer or geometry (same formula, charge and spin): 40.51 kcal per mole
- Strongest force on any atom: 2.7 eV Å⁻¹
- Calculated total energy: -2459.27633 Eh

=====

This record from the Open Molecules 2025 dataset describes a structure of composition C39H51BrN7O4PbSi3. The level of theory is ωB97M-V/def2-TZVPD.

Last column: Löwdin charge in e.
Element x y z (Å)
Pb1 0.7458 -0.1896 -0.8632  1.482
N1 0.8240 -2.7089 -1.4055  -0.062
C1 1.9663 -3.1651 -2.1917  -0.264
C2 3.2777 -2.8689 -1.4840  -0.098
C3 3.7102 -1.3641 -1.5351  -0.708
O1 4.8345 -1.1095 -1.1196  -0.006
O2 2.8735 -0.5464 -2.0093  -0.192
H1 0.7265 -3.2268 -0.5398  0.065
H2 -0.0334 -2.7959 -1.9412  0.057
H3 1.9594 -2.6244 -3.1388  0.097
H4 1.8953 -4.2429 -2.4151  0.114
H5 4.0879 -3.4415 -1.9377  0.114
H6 3.2097 -3.1370 -0.4283  0.091
C4 4.3005 -1.8440 2.5057  -0.166
Si1 2.5629 -1.0501 2.2816  0.509
C5 2.1193 -0.0038 3.8293  -0.152
C6 1.3638 -2.4986 2.0531  -0.162
N2 2.4293 0.1312 0.9778  -0.032
C7 3.2580 1.1198 0.8064  -0.268
C8 4.4281 1.2888 1.6212  -0.023
C9 5.2856 2.3284 1.4933  -0.042
C10 5.0424 3.3383 0.5320  -0.049
C11 3.9756 3.2286 -0.2910  -0.025
C12 3.0547 2.1257 -0.2560  -0.270
N3 2.0927 2.0059 -1.1168  -0.025
Si2 2.0140 2.8654 -2.6457  0.491
C13 0.6998 2.1621 -3.8095  -0.171
C14 3.6815 2.7758 -3.5663  -0.149
C15 1.4628 4.6871 -2.3257  -0.161
H7 4.2188 -2.9189 2.6450  0.026
H8 4.8423 -1.4545 3.3656  0.023
H9 4.9131 -1.6782 1.6232  0.023
H10 1.9802 -0.6266 4.7060  0.022
H11 1.1900 0.5283 3.6499  0.015
H12 2.8786 0.7395 4.0600  0.021
H13 1.1580 -2.9656 3.0123  0.037
H14 1.7882 -3.2527 1.3986  0.015
H15 0.4167 -2.1716 1.6413  -0.020
H16 4.6183 0.5432 2.3697  0.070
H17 6.1518 2.4060 2.1345  0.112
H18 5.7097 4.1862 0.4695  0.110
H19 3.7752 4.0027 -1.0086  0.075
H20 0.5462 1.1051 -3.6328  -0.016
H21 1.0348 2.2701 -4.8364  0.012
H22 -0.2515 2.6733 -3.7160  0.021
H23 3.9805 1.7329 -3.6017  0.032
H24 4.4761 3.3282 -3.0765  0.012
H25 3.5976 3.1315 -4.5884  0.029
H26 0.5822 4.6999 -1.6902  0.010
H27 1.1979 5.1682 -3.2619  0.027
H28 2.2178 5.3022 -1.8468  0.008
C16 -4.1241 -0.5706 -0.6363  -0.097
C17 -3.8010 -1.7427 0.2861  -0.586
C18 -5.1059 -2.2261 0.9178  -0.097
C19 -3.2324 -2.8709 -0.5729  -0.095
Si3 -2.3820 -1.1220 1.4519  0.430
O3 -1.0275 -1.0298 0.6782  -0.483
C20 -2.2456 -2.0704 3.1096  -0.188
C21 -3.0780 -3.0756 3.5833  -0.087
C22 -2.9424 -3.5935 4.8615  -0.099
C23 -1.9447 -3.1243 5.6977  -0.107
C24 -1.0824 -2.1449 5.2327  -0.092
C25 -1.2416 -1.6255 3.9625  -0.116
C26 -2.8845 0.5794 2.1783  -0.201
C27 -1.9272 1.5871 2.1836  -0.120
C28 -2.1915 2.8419 2.7041  -0.103
C29 -3.4330 3.1194 3.2505  -0.107
C30 -4.3925 2.1220 3.2815  -0.096
C31 -4.1123 0.8721 2.7577  -0.090
H29 -4.8613 -0.8436 -1.3951  0.089
H30 -3.2129 -0.2614 -1.1371  0.044
H31 -4.5128 0.2773 -0.0742  0.078
H32 -5.8844 -2.3212 0.1557  0.079
H33 -5.4685 -1.5348 1.6735  0.058
H34 -4.9847 -3.2068 1.3724  0.056
H35 -3.9633 -3.2180 -1.3079  0.084
H36 -2.9416 -3.7182 0.0472  0.079
H37 -2.3505 -2.5120 -1.0973  0.058
H38 -3.8606 -3.4573 2.9486  0.072
H39 -3.6220 -4.3607 5.2099  0.095
H40 -1.8397 -3.5159 6.7005  0.093
H41 -0.2920 -1.7752 5.8724  0.094
H42 -0.5768 -0.8540 3.6105  0.075
H43 -0.9549 1.3603 1.7695  0.081
H44 -1.4286 3.6109 2.6848  0.097
H45 -3.6490 4.0989 3.6579  0.094
H46 -5.3637 2.3230 3.7138  0.096
H47 -4.8705 0.1046 2.8113  0.087
Br1 -4.8789 4.0991 -2.9550  0.730
C32 -3.4354 3.0047 -2.3824  -0.673
C33 -2.6658 3.3900 -1.2990  -0.090
C34 -1.5962 2.5765 -0.9571  -0.147
N4 -1.2969 1.4717 -1.6108  -0.024
C35 -2.0558 1.0961 -2.6268  -0.172
C36 -3.1530 1.8306 -3.0553  -0.090
H48 -2.8852 4.2878 -0.7435  0.102
H49 -0.9611 2.8216 -0.1200  0.102
H50 -1.7586 0.1844 -3.1257  0.089
H51 -3.7642 1.4922 -3.8749  0.108
O4 -0.3582 -1.2090 -3.6532  -0.219
N5 -0.1071 -1.9252 -4.6583  -0.072
C37 0.6790 -1.6074 -5.6552  -0.344
C38 1.4514 -0.4385 -5.8508  -0.187
N6 2.0626 0.5087 -6.0766  0.163
C39 0.7742 -2.5078 -6.7357  -0.230
N7 0.8649 -3.1854 -7.6601  0.123

- HOMO level: -5.5 eV
- Kohn-Sham gap: 5.41 eV
- Net charge: -1
- Energy relative to the best compared isomer or geometry (same formula, charge and spin): 28.17 kcal per mole
- Strongest force on any atom: 2.2 eV Å⁻¹
- Calculated total energy: -5836.50247 Eh

=====

This record from the Open Molecules 2025 dataset describes a cluster of 2 separate species, C5H10O in total. The level of theory is ωB97M-V/def2-TZVPD.

Last column: Löwdin charge in e.
Element x y z (Å)
O1 -1.2838 -2.7070 0.2214  -0.075
C1 -2.4183 -2.1071 0.4681  -0.001
C2 0.0093 0.0010 -0.7913  -0.206
C3 0.1799 1.5294 -0.6998  -0.179
C4 1.2405 1.3016 0.3976  -0.181
C5 0.6430 -0.1066 0.6226  -0.209
H1 -0.4846 -2.1441 0.2929  0.056
H2 -1.0057 -0.3730 -0.9510  0.076
H3 -2.1618 -1.0368 0.7197  -0.014
H4 0.6639 -0.4380 -1.5511  0.113
H5 -0.7213 1.9985 -0.2914  0.108
H6 0.4773 2.0618 -1.6071  0.100
H7 2.2460 1.2355 -0.0302  0.106
H8 1.2607 1.9894 1.2474  0.100
H9 -0.1144 -0.0908 1.4172  0.102
H10 1.3507 -0.9215 0.8189  0.103

- HOMO level: -8.8 eV
- Kohn-Sham gap: 9.53 eV
- Energy relative to the best compared isomer or geometry (same formula, charge and spin): 97.55 kcal per mole
- Strongest force on any atom: 0.4 eV Å⁻¹
- Calculated total energy: -271.59716 Eh

=====

The lowest energy relative to the best compared isomer or geometry (same formula, charge and spin) belongs to which entry?
C39H51BrN7O4PbSi3